Record 1
A structure of composition C2H38O19V in a non-equilibrium geometry. Source: the OMol25 dataset; level of theory: the ωB97M-V functional and the def2-TZVPD basis.

Cartesian coordinates (Å):
1 V 2.364 0.947 -1.484
2 O 1.353 -0.857 -1.119
3 C 0.586 -0.398 -0.024
4 C 0.053 1.008 -0.346
5 O 1.124 1.906 -0.092
6 H 1.245 -0.354 0.825
7 H -0.177 -1.143 0.063
8 H -0.741 1.345 0.325
9 H -0.251 1.097 -1.377
10 O 1.270 -1.796 -3.884
11 H 0.561 -1.372 -4.429
12 H 1.069 -1.587 -2.969
13 O -3.714 1.402 -0.370
14 H -3.272 0.604 -0.058
15 H -4.500 1.399 0.212
16 O -2.356 3.596 -1.389
17 H -2.514 2.706 -1.170
18 H -1.433 3.660 -1.279
19 O -0.100 -3.492 1.298
20 H -0.271 -3.498 0.367
21 H -0.774 -4.088 1.609
22 O -2.571 2.241 2.322
23 H -3.335 2.804 2.092
24 H -2.028 2.119 1.547
25 O 2.579 -2.844 0.299
26 H 2.057 -2.067 0.089
27 H 1.896 -3.499 0.546
28 O -1.025 -0.469 2.806
29 H -1.605 -0.835 2.131
30 H -0.282 -1.080 2.874
31 O 2.941 3.100 2.539
32 H 2.209 2.491 2.492
33 H 2.940 3.658 1.789
34 O 2.899 -0.435 3.296
35 H 3.400 -1.096 2.787
36 H 2.007 -0.792 3.407
37 O 0.549 1.741 2.565
38 H -0.159 1.060 2.637
39 H 0.638 1.891 1.648
40 O -2.448 -3.569 -1.150
41 H -1.510 -3.286 -1.192
42 H -2.598 -3.752 -0.213
43 O 0.132 -3.500 -1.283
44 H 0.305 -2.566 -1.427
45 H 0.382 -3.970 -2.091
46 O 3.584 0.539 0.392
47 H 2.919 0.397 1.110
48 H 4.168 -0.234 0.491
49 O 1.150 1.464 -3.510
50 H 0.764 2.357 -3.369
51 H 1.534 1.362 -4.370
52 O -1.066 -1.134 -2.492
53 H -1.922 -0.718 -2.274
54 H -0.391 -0.641 -2.012
55 O -2.725 -0.938 0.342
56 H -3.449 -1.459 0.001
57 H -2.021 -1.245 -0.148
58 O 0.083 4.179 -0.071
59 H 0.528 3.330 -0.196
60 H -0.068 4.316 0.863

Results
Expectation value of S²: 3.757
E_HOMO (alpha / beta), eV: -9.56 / -10.22
Frontier orbital gap (alpha / beta), eV: 8.257 / 8.783
LUMO (alpha / beta), eV: -1.3 / -1.4
Net charge: 0
Energy above the lowest of the compared OMol25 structures with the same formula, charge and spin, kJ/mol: 106.88
2S+1: 4
Energy, eV: -67280.4653

Results of the Mulliken charge analysis, in e, for atoms 1 through 2: 0.566, -0.327

***

Record 2
A structure of composition C2H3AgLiO2 in a non-equilibrium geometry. Source: the OMol25 dataset; level of theory: the ωB97M-V functional and the def2-TZVPD basis.

Cartesian coordinates (Å):
1 H 0.984 0.784 -0.581
2 O 2.229 -0.462 0.198
3 C 1.085 -0.588 0.638
4 C 0.193 0.486 0.111
5 O -1.067 0.008 -0.407
6 Li -1.074 -1.305 -1.572
7 Ag -3.113 1.169 -0.488
8 H 0.694 -1.384 1.269
9 H 0.069 1.293 0.831

Results
E_HOMO, eV: -13.05
Frontier orbital gap, eV: 7.166
LUMO, eV: -5.9
Net charge: +1
Energy above the lowest of the compared OMol25 structures with the same formula, charge and spin, kJ/mol: 92.49
2S+1: 1
Energy, eV: -10413.4802

Results of the Mulliken charge analysis, in e, for atoms 1 through 2: 0.290, -0.451

***

Q: The highest 2S+1 belongs to which entry?
A: C2H38O19V